(1)
The following is a quantum chemistry calculation of a 9-piece molecular cluster, C68H84BI3N3O9PS2 overall, from OMol25.

XYZ file:
```
171
Properties=species:S:1:pos:R:3:forces:R:3
H 1.244 -0.107 4.548 -0.274 -1.014 -0.274
N 0.943 -1.114 4.566 1.157 -1.961 -5.385
C 1.130 -1.699 3.306 -0.879 1.601 4.275
C 0.785 -3.312 3.231 0.382 -0.511 -0.111
C 1.749 -0.774 2.106 -0.155 -0.038 0.688
C 0.685 -0.410 0.870 0.689 -0.843 2.688
C -0.589 0.231 1.663 -1.404 1.437 1.292
C -1.881 -0.796 1.936 -4.623 -1.599 -5.497
O -2.795 -1.102 0.971 6.487 2.506 5.915
I -2.438 -1.684 3.872 0.506 0.837 -1.180
O 0.086 -1.687 0.581 1.440 -0.667 -1.920
S 0.938 -2.739 -0.331 -0.073 -8.365 1.736
O -0.028 -4.001 -0.412 2.155 5.528 -0.636
O 2.201 -3.416 0.222 -3.047 4.137 -1.490
C 1.089 -1.782 -1.927 1.529 1.149 -0.201
B 0.296 -2.818 -2.855 -2.075 -3.885 -2.739
N -1.179 -3.086 -3.070 2.367 0.566 1.767
O 1.123 -3.843 -3.603 -1.199 0.415 2.880
C 0.769 -0.127 -1.889 -0.022 -0.611 0.184
C -0.855 0.196 -1.937 -2.018 -0.932 0.115
C -1.476 1.563 -2.501 -2.290 7.094 -0.088
O -1.309 2.848 -2.187 1.012 -7.270 -0.205
N -2.675 1.529 -3.494 1.599 -0.720 1.215
C -2.581 2.673 -4.477 -0.370 0.020 -1.197
C -3.986 1.486 -2.750 -0.849 -0.366 -0.840
C 1.608 0.364 -3.195 1.799 -0.371 -0.822
I 1.709 2.547 -3.638 -0.324 -0.869 0.919
C 1.369 -0.171 -4.702 2.371 0.063 -2.459
C 2.418 -1.398 -5.190 -0.600 -1.030 0.093
I -0.665 -0.408 -5.500 0.906 -0.021 0.435
C 1.413 0.410 -0.405 -0.852 1.671 -0.134
C 1.139 1.946 0.002 -1.159 0.874 2.851
C 2.022 3.255 -0.183 1.800 2.953 -0.520
O 1.179 4.498 -0.288 -0.030 -1.893 1.389
C 0.312 4.722 0.841 -2.052 1.249 1.035
C 0.978 4.890 2.318 -0.645 -0.884 -0.285
P 3.319 0.407 -0.322 5.244 0.314 0.036
O 4.005 1.135 1.139 -2.978 -0.250 -1.933
O 4.170 1.389 -1.534 -1.338 -0.097 1.988
S 4.335 -1.214 -0.513 -0.750 -0.494 0.153
H 1.764 -3.974 3.058 -1.984 1.779 0.207
H 0.044 -3.601 2.369 1.490 0.800 1.542
H 0.313 -3.721 4.237 1.025 1.398 -1.964
H 2.683 -1.385 1.769 -1.525 1.476 0.144
H 1.996 0.270 2.596 -0.148 -2.288 -0.857
H -1.162 1.112 1.162 1.258 -1.563 0.570
H -0.232 0.650 2.724 -0.833 -1.100 -2.376
H 2.240 -1.875 -2.228 -2.417 0.065 1.002
H -1.759 -2.876 -2.229 0.385 -0.369 -1.170
H -1.373 -4.025 -3.478 0.210 1.263 0.533
H 0.955 -4.740 -3.144 0.218 2.098 -1.157
H -1.392 0.044 -0.880 1.464 0.461 -1.980
H -1.471 -0.607 -2.577 1.907 1.611 1.112
H -1.472 2.827 -4.869 -2.396 -0.299 1.154
H -3.051 3.667 -4.068 1.094 -1.727 -0.647
H -3.207 2.353 -5.434 1.163 0.624 2.019
H -3.932 0.796 -1.806 0.007 1.504 -1.676
H -4.321 2.586 -2.527 0.502 -2.010 0.075
H -4.802 0.999 -3.471 1.701 1.105 1.545
H 2.755 0.032 -3.071 -2.511 1.017 0.223
H 1.750 0.657 -5.494 -1.120 -1.703 2.470
H 1.837 -2.163 -5.885 1.250 1.648 1.546
H 3.332 -0.995 -5.798 -1.844 -0.380 1.224
H 2.845 -2.008 -4.294 -0.853 1.070 -1.591
H 0.031 2.195 -0.212 1.928 -0.179 -0.029
H 1.224 1.957 1.207 -0.715 -0.542 -2.439
H 2.735 3.390 -1.091 -1.637 -0.833 1.417
H 2.768 3.542 0.715 -1.765 -1.345 -1.543
H -0.266 5.748 0.629 1.440 -2.299 0.164
H -0.571 3.926 0.957 1.894 1.416 -0.495
H 0.173 5.423 3.013 1.935 -0.950 -1.567
H 1.092 3.797 2.773 0.249 2.349 -0.760
H 1.987 5.474 2.232 -1.940 -1.133 0.476
H 3.338 1.662 1.648 0.825 -0.355 -0.542
H 5.138 1.451 -1.253 -1.898 -0.440 -0.113
C 5.825 1.209 3.840 0.013 0.029 0.140
C 4.739 0.391 4.149 0.010 0.071 0.156
C 4.395 0.162 5.481 0.109 0.124 0.022
C 5.141 0.747 6.505 0.049 0.037 -0.183
C 6.232 1.558 6.195 -0.091 -0.060 -0.104
C 6.574 1.790 4.863 -0.172 -0.115 0.030
H 6.088 1.393 2.802 -0.053 -0.072 0.135
H 4.159 -0.068 3.352 0.197 0.035 0.126
H 3.546 -0.473 5.723 0.112 0.041 -0.031
H 4.872 0.571 7.542 0.041 0.014 -0.141
H 6.817 2.010 6.992 -0.095 -0.069 -0.124
H 7.423 2.424 4.622 -0.119 -0.094 0.036
C -2.814 8.882 -0.560 -0.122 -0.133 -0.067
C -2.223 7.635 -0.757 -0.195 0.047 -0.048
C -2.947 6.607 -1.360 -0.069 0.094 0.024
C -4.265 6.824 -1.761 0.127 0.165 0.117
C -4.859 8.069 -1.556 0.142 -0.022 0.035
C -4.134 9.099 -0.957 0.101 -0.162 -0.019
H -2.248 9.686 -0.096 -0.081 -0.108 -0.057
H -1.197 7.464 -0.442 -0.144 0.053 -0.098
H -2.484 5.636 -1.516 -0.026 0.095 0.002
H -4.828 6.024 -2.233 0.071 0.099 0.064
H -5.889 8.237 -1.863 0.163 -0.022 0.042
H -4.597 10.069 -0.799 0.066 -0.140 -0.028
C -4.717 -3.159 6.875 -0.282 -0.021 0.099
C -4.905 -4.282 7.680 -0.081 0.080 -0.045
C -6.161 -4.547 8.225 0.005 0.164 -0.103
C -7.229 -3.687 7.967 0.212 0.029 -0.063
C -7.038 -2.559 7.169 0.102 -0.096 0.030
C -5.783 -2.296 6.622 0.018 -0.147 0.101
H -3.739 -2.956 6.445 -0.082 -0.031 0.091
H -4.073 -4.951 7.883 -0.131 0.085 -0.043
H -6.309 -5.424 8.850 0.030 0.129 -0.097
H -8.208 -3.895 8.389 0.130 0.030 -0.056
H -7.869 -1.885 6.973 0.120 -0.113 0.004
H -5.635 -1.418 5.998 -0.029 -0.113 0.063
C 4.103 4.501 -9.089 -0.025 -0.041 0.203
C 3.017 3.683 -8.779 0.090 0.045 0.085
C 2.674 3.454 -7.447 0.194 0.098 0.031
C 3.419 4.040 -6.423 0.100 0.131 -0.269
C 4.511 4.850 -6.733 -0.083 -0.036 -0.140
C 4.853 5.083 -8.065 -0.144 -0.119 0.043
H 4.367 4.685 -10.127 -0.034 -0.033 0.142
H 2.438 3.225 -9.576 0.078 0.078 0.120
H 1.825 2.819 -7.206 0.059 0.073 -0.010
H 3.150 3.863 -5.386 0.204 0.105 -0.343
H 5.096 5.302 -5.936 -0.086 -0.079 -0.122
H 5.702 5.716 -8.306 -0.119 -0.097 0.040
C -0.039 -8.726 5.974 -0.091 0.158 -0.098
C -0.301 -7.607 6.763 -0.050 -0.013 -0.133
C -0.983 -6.516 6.223 0.024 -0.148 -0.134
C -1.399 -6.544 4.892 0.117 -0.138 0.098
C -1.129 -7.659 4.100 0.038 -0.007 0.124
C -0.450 -8.751 4.641 -0.032 0.155 0.134
H 0.487 -9.578 6.396 -0.063 0.125 -0.060
H 0.025 -7.584 7.800 -0.055 -0.006 -0.157
H -1.191 -5.646 6.840 0.038 -0.107 -0.075
H -1.933 -5.696 4.472 0.055 -0.096 0.032
H -1.448 -7.678 3.061 0.049 0.011 0.167
H -0.241 -9.621 4.024 -0.034 0.130 0.087
C -0.004 -6.510 -6.859 -0.041 -0.208 0.125
C 0.678 -6.283 -5.664 0.011 -0.052 -0.092
C 0.750 -7.288 -4.700 -0.163 -0.027 -0.208
C 0.136 -8.519 -4.928 -0.029 0.133 -0.090
C -0.555 -8.743 -6.119 0.083 0.128 0.030
C -0.624 -7.740 -7.085 0.097 0.068 0.154
H -0.055 -5.730 -7.613 0.006 -0.099 0.111
H 1.155 -5.323 -5.485 -0.092 -0.177 -0.043
H 1.285 -7.111 -3.770 -0.022 -0.063 -0.099
H 0.194 -9.303 -4.178 -0.015 0.105 -0.099
H -1.039 -9.701 -6.294 0.086 0.148 0.029
H -1.160 -7.916 -8.014 0.076 0.017 0.133
C -8.199 2.177 6.954 -0.197 -0.009 0.074
C -8.388 1.054 7.760 -0.105 0.088 -0.043
C -9.644 0.789 8.304 0.002 0.155 -0.116
C -10.712 1.649 8.047 0.189 0.028 -0.068
C -10.521 2.777 7.249 0.119 -0.100 0.024
C -9.265 3.040 6.701 -0.002 -0.164 0.104
H -7.222 2.380 6.525 -0.129 -0.023 0.069
H -7.555 0.385 7.963 -0.116 0.101 -0.019
H -9.791 -0.088 8.929 0.027 0.121 -0.082
H -11.691 1.441 8.468 0.134 0.033 -0.051
H -11.351 3.451 7.053 0.130 -0.112 0.027
H -9.117 3.918 6.077 -0.026 -0.128 0.088
C 8.866 2.144 -5.318 -0.149 -0.027 -0.107
C 7.688 2.100 -4.572 -0.020 -0.053 -0.179
C 6.484 1.761 -5.189 0.147 -0.005 -0.121
C 6.457 1.469 -6.553 0.167 0.047 0.108
C 7.633 1.522 -7.300 -0.010 0.025 0.159
C 8.838 1.858 -6.683 -0.153 0.005 0.131
H 9.805 2.402 -4.836 -0.129 -0.028 -0.068
H 7.709 2.330 -3.510 0.010 -0.038 -0.148
H 5.567 1.724 -4.606 0.081 0.016 -0.064
H 5.519 1.203 -7.032 0.097 0.082 0.047
H 7.611 1.301 -8.364 -0.002 0.033 0.168
H 9.754 1.897 -7.265 -0.132 -0.009 0.085
```
Forces are in eV/Å.

For the frontier orbital gap, the calculation gives 7.7844 eV.


(2)
The following is a quantum chemistry calculation of an isolated ion of composition C9H6NOS2 and charge -1, from OMol25.

XYZ file:
```
19
Properties=species:S:1:pos:R:3:forces:R:3
C -2.573 -0.318 0.984 -2.101 -0.538 0.909
C -1.863 -1.496 1.199 1.396 -1.504 0.526
C -1.859 0.758 0.540 -1.986 2.935 0.542
C -0.491 -1.552 0.944 0.033 1.696 -0.651
C -0.497 0.788 0.406 -1.321 1.202 -0.696
C 0.236 -0.345 0.566 0.849 -2.635 0.748
C 1.077 -0.144 -2.126 -1.059 -4.761 0.138
C 2.434 1.570 -1.462 1.236 2.103 1.776
C 1.648 -0.316 0.333 -0.685 0.822 -0.750
N 1.690 0.879 -2.284 0.103 1.381 -1.272
O 0.535 -1.143 -2.455 -0.032 1.260 0.395
S 3.157 2.976 -1.906 0.422 0.410 -0.299
S 2.568 1.110 0.265 -0.245 0.523 -0.759
H -3.672 -0.126 1.235 1.656 -0.800 -0.389
H -2.143 -2.469 1.671 -0.959 1.073 -0.629
H -2.499 1.729 0.498 1.479 -1.523 -0.348
H -0.013 -2.524 0.966 0.294 0.205 0.263
H -0.046 1.692 0.050 0.330 0.353 0.082
H 2.312 -1.067 0.576 0.591 -2.202 0.414
```
Forces are in eV/Å.

For the frontier orbital gap, the calculation gives 6.5330 eV. As for the net charge: -1.


(3)
The following is a quantum chemistry calculation of C26H45MnN7S as an isolated structure, from OMol25.

XYZ file:
```
80
Properties=species:S:1:pos:R:3:forces:R:3
Mn 0.745 0.566 1.374 0.548 -0.524 -0.187
C 2.733 5.091 1.363 0.119 0.020 -0.015
N 2.959 4.165 0.255 -0.071 0.041 0.000
C 4.305 4.219 -0.329 -0.045 -0.015 0.001
C 4.458 2.863 -1.004 0.003 -0.033 -0.006
N 3.413 2.075 -0.375 -0.104 -0.130 0.197
C 3.170 0.739 -0.864 0.092 0.033 -0.058
C 2.530 2.858 0.302 0.185 0.062 -0.054
N 1.454 2.408 0.871 -0.323 0.153 0.100
C 0.394 3.302 1.352 0.063 -0.052 -0.041
C -0.781 2.398 1.711 -0.398 0.136 -0.032
N -0.959 1.430 0.638 -0.062 0.247 0.111
C -1.916 1.481 -0.236 0.046 -0.038 0.148
N -3.176 1.953 -0.069 0.038 0.118 0.046
C -3.828 2.100 1.219 -0.071 -0.074 -0.124
C -3.949 1.877 -1.308 0.066 -0.047 0.102
C -2.992 1.162 -2.275 0.004 0.039 -0.026
N -1.762 1.006 -1.503 0.023 -0.112 -0.066
C -0.485 1.102 -2.182 -0.074 -0.029 -0.053
H 3.446 5.905 1.256 -0.012 0.002 0.007
H 2.908 4.610 2.328 -0.003 0.011 0.009
H 1.740 5.529 1.346 -0.024 -0.026 -0.034
H 5.045 4.360 0.462 0.011 -0.048 0.026
H 4.389 5.046 -1.031 -0.002 0.032 0.006
H 5.437 2.416 -0.832 0.018 0.010 -0.014
H 4.296 2.921 -2.085 -0.047 -0.001 -0.021
H 3.017 0.745 -1.949 -0.014 0.009 0.005
H 2.305 0.300 -0.376 -0.031 0.015 -0.011
H 4.017 0.093 -0.631 0.020 0.024 0.003
H 0.074 4.020 0.591 0.125 -0.004 -0.089
H 0.680 3.852 2.249 0.023 0.019 0.002
H -1.656 2.988 1.975 -0.020 0.072 -0.053
H -0.516 1.850 2.636 -0.080 0.057 0.114
H -3.849 3.133 1.568 -0.011 0.054 -0.050
H -3.319 1.486 1.957 0.007 0.002 0.016
H -4.857 1.752 1.130 -0.004 -0.014 0.027
H -4.232 2.870 -1.658 -0.008 0.035 -0.006
H -4.862 1.306 -1.137 -0.007 -0.029 -0.005
H -2.802 1.759 -3.168 0.019 0.038 0.000
H -3.374 0.190 -2.591 -0.002 -0.026 0.037
H -0.474 0.420 -3.031 -0.012 -0.010 -0.022
H 0.322 0.825 -1.509 -0.035 -0.006 0.054
H -0.302 2.117 -2.550 0.016 0.012 -0.010
S 3.563 -0.138 3.019 0.114 -0.048 0.064
C 2.225 0.154 2.266 -0.140 0.054 -0.132
C -3.016 -3.809 -1.426 -0.051 -0.080 0.079
N -2.447 -2.555 -1.892 -0.136 0.114 -0.053
C -2.420 -2.517 -3.342 0.009 -0.090 -0.079
C -1.133 -2.335 -1.325 0.106 -0.092 0.126
C -1.171 -1.899 0.130 -0.040 -0.050 -0.104
C -2.373 -1.491 0.694 0.031 -0.009 -0.046
C -2.448 -1.084 2.018 0.047 0.051 0.007
C -1.303 -1.068 2.795 -0.092 -0.023 0.091
C -0.099 -1.531 2.262 0.126 0.038 0.158
C -0.011 -1.952 0.927 -0.045 0.135 -0.159
H -2.428 -4.678 -1.759 0.000 0.000 -0.008
H -4.034 -3.917 -1.801 0.008 -0.004 -0.031
H -3.060 -3.828 -0.336 0.035 -0.008 -0.051
H -3.424 -2.691 -3.730 -0.004 0.007 0.010
H -1.758 -3.283 -3.779 0.008 0.004 0.020
H -2.088 -1.540 -3.697 0.048 0.027 0.040
H -0.624 -1.576 -1.924 -0.004 0.112 0.076
H -0.510 -3.238 -1.410 -0.003 -0.051 -0.047
H -3.255 -1.509 0.066 0.012 0.056 0.050
H -3.400 -0.793 2.442 -0.005 -0.004 0.014
H -1.341 -0.773 3.837 -0.019 -0.002 -0.019
H 0.748 -1.659 2.921 -0.005 -0.127 -0.033
C 1.250 -4.563 2.006 0.074 -0.018 0.093
C 1.246 -4.124 0.547 -0.090 0.001 0.000
C 2.429 -4.703 -0.217 0.099 0.012 0.003
C 1.261 -2.587 0.425 0.098 0.014 -0.045
H 1.269 -5.651 2.082 0.004 0.009 -0.026
H 0.369 -4.215 2.548 0.012 0.013 -0.046
H 2.136 -4.179 2.522 -0.015 -0.015 -0.015
H 0.321 -4.496 0.092 0.004 -0.009 -0.027
H 3.369 -4.294 0.166 -0.025 -0.020 0.002
H 2.370 -4.461 -1.281 0.005 -0.004 0.013
H 2.479 -5.788 -0.121 -0.038 0.019 0.008
H 1.452 -2.311 -0.617 -0.077 -0.017 0.003
H 2.111 -2.207 0.999 -0.015 -0.016 0.030
```
Forces are in eV/Å.

For the frontier orbital gap (alpha / beta), the calculation gives 9.2366 / 7.1943 eV. Its multiplicity is 3. As for the net charge: +1.


(4)
The following is a quantum chemistry calculation of an isolated molecule of C4H3N, from OMol25.

XYZ file:
```
8
Properties=species:S:1:pos:R:3:forces:R:3
C 1.622 0.525 0.024 -0.344 -0.489 0.113
C 0.931 -0.440 0.231 0.294 0.701 -0.172
C -0.494 -0.845 0.194 -0.106 0.044 -0.033
C -1.057 0.452 -0.250 -0.421 0.704 -0.250
N -1.222 1.544 -0.590 -0.485 -0.989 0.237
H 1.832 1.535 -0.245 0.888 -0.120 0.128
H -0.899 -1.137 1.166 0.103 0.034 -0.158
H -0.713 -1.635 -0.530 0.072 0.116 0.133
```
Forces are in eV/Å.

For the frontier orbital gap, the calculation gives 10.7328 eV.


(5)
The following is a quantum chemistry calculation of an isolated molecule of C6H4Cl2FN3S, from OMol25.

XYZ file:
```
17
Properties=species:S:1:pos:R:3:forces:R:3
C 0.900 2.054 -0.231 -0.670 -0.151 -0.925
C 0.725 0.565 -0.264 0.413 0.512 -0.814
C 1.692 -0.276 0.203 2.581 2.007 0.695
F 2.955 0.201 0.559 -1.911 -0.941 -0.148
C 1.228 -1.569 0.125 0.551 -0.221 -0.095
C 1.784 -2.837 0.430 0.626 -0.569 0.136
N 2.257 -3.868 0.619 -0.157 0.292 0.061
N 0.070 -1.522 -0.446 -3.031 -1.666 -1.184
N -0.258 -0.269 -0.726 -0.665 0.687 -0.091
S -1.852 0.124 -1.452 1.352 -0.526 2.294
C -2.862 -0.075 0.165 0.333 1.535 -1.668
Cl -2.077 0.779 1.488 -0.148 -0.555 -0.022
Cl -4.415 0.754 -0.227 0.498 -0.679 0.076
H 1.054 2.147 0.844 0.197 1.099 -0.123
H 1.839 2.306 -0.826 -1.365 0.010 0.877
H -0.033 2.619 -0.572 1.475 -0.740 0.445
H -3.009 -1.132 0.312 -0.080 -0.094 0.487
```
Forces are in eV/Å.

For the frontier orbital gap, the calculation gives 9.7347 eV.


Number 1: energy -150700.7741 eV, maximum force 9.130 eV/A. Number 2: energy -34638.2939 eV, maximum force 4.879 eV/A. Number 3: energy -80271.8658 eV, maximum force 0.781 eV/A. Number 4: energy -5683.1166 eV, maximum force 1.127 eV/A. Number 5: energy -49352.3037 eV, maximum force 3.656 eV/A.